{
  "formula": "C4H34N2O12",
  "method": "ωB97M-V/def2-TZVPD",
  "e_lumo_ev": 0.13,
  "total_charge": 0,
  "smiles": "C[C@H](CN)NCO.O.O.O.O.O.O.O.O.O.O.O",
  "spin_multiplicity": 1,
  "e_homo_ev": -9.2,
  "relative_energy_kcal_mol": 44.55,
  "symbols": ["C", "C", "C", "N", "N", "C", "O", "H", "H", "H", "H", "H", "H", "H", "H", "H", "H", "H", "H", "O", "H", "H", "O", "H", "H", "O", "H", "H", "O", "H", "H", "O", "H", "H", "O", "H", "H", "O", "H", "H", "O", "H", "H", "O", "H", "H", "O", "H", "H", "O", "H", "H"],
  "coordinates": [[-0.513037, 0.358997, -1.382142], [0.180388, -0.591649, -0.418632], [0.977582, 0.131935, 0.683046], [0.126793, 0.884344, 1.597828], [1.148113, -1.447169, -1.190853], [1.105725, -2.837738, -1.099954], [-0.215263, -3.402091, -1.403380], [0.016098, 1.266783, -1.661082], [-0.704197, -0.210325, -2.294162], [-1.500729, 0.552091, -0.980556], [-0.584065, -1.208440, 0.055178], [1.603278, -0.654233, 1.134848], [1.732274, 0.740631, 0.157985], [0.691303, 1.299054, 2.330090], [-0.432079, 0.180152, 2.079187], [1.305266, -0.895858, -2.014803], [1.295254, -3.142252, -0.059023], [1.836357, -3.381870, -1.697571], [-0.581610, -2.792291, -2.055879], [3.138712, 0.574332, -2.765223], [2.905301, 1.476744, -3.034945], [4.080468, 0.466939, -2.634266], [-2.985567, 0.952694, 0.744518], [-3.270370, 1.861546, 0.761046], [-3.339490, 0.420876, 1.464800], [1.471555, -2.742254, 3.590299], [1.536432, -2.447862, 2.677885], [0.653955, -2.379849, 3.886774], [-2.011471, -3.533637, 0.645524], [-1.649373, -4.162172, 1.257668], [-1.346061, -3.343849, -0.052718], [4.121569, -1.559189, 0.660132], [3.363670, -1.131961, 0.231720], [4.876696, -1.044619, 0.369967], [1.343658, 2.412747, -3.543723], [0.457944, 2.369071, -3.856853], [1.347027, 2.842688, -2.667928], [0.448504, 3.570460, -1.232442], [-0.186309, 3.185403, -0.540432], [0.956916, 4.266236, -0.811715], [-2.297082, 4.027729, -2.050196], [-1.508349, 4.492423, -1.725114], [-1.790015, 3.283562, -2.401741], [-1.283974, 3.238673, 0.551270], [-1.055830, 2.432361, 1.053486], [-2.212162, 3.358957, 0.364266], [-0.797433, -0.833098, 3.637173], [-1.189479, -0.318959, 4.363235], [-1.696023, -1.086858, 3.313414], [-3.073526, -1.526006, 2.238395], [-3.925522, -1.964970, 2.183045], [-2.571823, -2.008227, 1.542552]],
  "forces_ev_per_a": [[-0.82, -0.77, -0.17], [1.13, -0.09, 0.12], [0.61, -0.45, -0.93], [0.10, -0.11, -0.32], [-0.52, 1.74, 0.97], [-0.37, -0.58, 0.63], [0.15, 0.33, -0.06], [0.20, -0.14, 0.30], [0.01, 0.11, -0.24], [-0.07, 0.61, 0.09], [-0.02, -0.20, 0.01], [-0.32, 0.08, 0.55], [-0.43, 0.33, 0.20], [0.13, -0.02, 0.02], [0.02, 0.49, 0.06], [0.75, -0.94, -0.84], [-0.17, 0.02, -0.15], [0.10, 0.52, -0.29], [-0.09, -0.22, -0.16], [-0.31, -0.35, 0.26], [0.20, -0.40, -0.19], [0.14, 0.36, -0.11], [0.41, -0.55, -0.53], [-0.57, -0.06, 0.45], [-0.19, 0.20, 0.15], [0.97, -0.62, -0.39], [0.16, 0.04, -0.02], [-1.08, 0.62, 0.39], [-0.50, 1.01, -0.31], [0.46, -0.44, 0.25], [0.05, -0.58, 0.08], [-0.34, 0.09, -0.09], [0.12, -0.18, -0.08], [0.16, 0.05, 0.00], [1.61, 0.21, 0.27], [-0.98, 0.07, -0.17], [-0.78, -0.01, -0.27], [0.01, -0.38, -0.03], [0.60, 0.91, -0.53], [-0.08, 0.04, 0.26], [0.81, -0.07, -0.02], [-0.38, 0.43, 0.16], [-0.61, -0.35, -0.20], [0.59, 0.41, 0.61], [-0.37, -0.49, 0.03], [-0.10, -0.19, -0.16], [-1.93, 0.05, 0.77], [1.07, 0.22, 0.32], [0.61, -0.65, -0.65], [0.03, 0.06, -0.42], [-0.22, -0.01, 0.26], [0.02, -0.15, 0.15]]
}

---

{
  "formula": "C45H46N4O3PdS",
  "method": "ωB97M-V/def2-TZVPD",
  "e_lumo_ev": [-0.57, -3.97],
  "total_charge": 0,
  "spin_multiplicity": 5,
  "s2": 6.06,
  "e_homo_ev": [-6.4, -6.8],
  "relative_energy_kcal_mol": 25.95,
  "symbols": ["Pd", "O", "C", "C", "C", "C", "C", "C", "C", "N", "N", "C", "O", "C", "C", "C", "C", "C", "C", "H", "H", "H", "H", "H", "H", "H", "H", "H", "H", "C", "C", "C", "C", "C", "C", "C", "C", "C", "C", "C", "C", "N", "C", "C", "C", "C", "C", "N", "C", "C", "C", "C", "H", "H", "H", "H", "H", "H", "H", "H", "H", "H", "H", "H", "H", "H", "H", "H", "H", "H", "H", "H", "H", "H", "H", "H", "H", "H", "H", "H", "H", "C", "C", "O", "S", "C", "C", "C", "C", "C", "C", "C", "C", "H", "H", "H", "H", "H", "H", "H"],
  "coordinates": [[-0.476863, -0.266334, -0.036804], [1.590592, -0.746808, -0.445227], [2.762795, -0.192080, -0.592254], [3.428684, -0.326658, -1.823450], [4.651591, 0.259354, -2.069670], [5.287570, 1.016091, -1.072005], [4.696470, 1.133152, 0.155444], [3.448000, 0.512787, 0.460784], [3.002892, 0.612944, 1.775761], [1.822768, -0.037238, 2.308658], [1.207119, 0.866339, 3.250700], [-0.022349, 1.180367, 2.910542], [-0.674272, 0.819901, 1.883133], [-0.741987, 2.051839, 3.894198], [-0.303133, 2.183416, 5.208137], [-1.012604, 2.971354, 6.100508], [-2.159749, 3.635198, 5.684934], [-2.596922, 3.507617, 4.374265], [-1.892672, 2.713518, 3.481374], [2.914865, -0.889810, -2.591987], [5.114093, 0.148693, -3.042378], [6.237452, 1.495013, -1.268179], [5.183886, 1.696558, 0.943136], [3.513965, 1.207949, 2.515223], [0.591989, 1.661320, 5.517033], [-0.671715, 3.068538, 7.123451], [-2.711667, 4.252070, 6.382816], [-3.487379, 4.028612, 4.046477], [-2.218371, 2.599915, 2.455923], [-3.804340, -0.919207, 2.956192], [-2.983361, -2.168288, 2.619602], [-3.793909, -3.448136, 2.825997], [-1.698703, -2.168346, 3.432666], [-1.784831, -2.190707, 4.819633], [-0.656484, -2.063119, 5.602738], [0.572011, -1.839908, 5.004225], [0.715591, -1.788451, 3.623562], [2.072197, -1.397651, 3.021351], [2.613449, -2.401254, 2.003248], [3.138545, -1.163252, 4.081085], [-0.433346, -2.031959, 2.846728], [-0.375636, -2.073232, 1.421060], [-0.594076, -3.205213, 0.856683], [-0.745685, -3.290974, -0.565700], [-0.879830, -4.488126, -1.359346], [-1.021808, -4.057790, -2.631559], [-0.978985, -2.591461, -2.590010], [-0.820313, -2.172242, -1.336217], [-1.099524, -1.667770, -3.762636], [-1.246048, -2.459683, -5.063471], [0.167194, -0.799557, -3.838232], [-2.345885, -0.788034, -3.561336], [-4.689677, -0.866888, 2.320030], [-3.209792, -0.017438, 2.801546], [-4.137338, -0.934050, 3.995662], [-2.737808, -2.100726, 1.559802], [-4.098119, -3.559469, 3.868247], [-3.217403, -4.334607, 2.552640], [-4.698407, -3.426650, 2.216101], [-2.755466, -2.295438, 5.288042], [-0.732627, -2.091137, 6.681599], [1.429375, -1.677283, 5.638350], [1.209799, -0.261627, 1.513125], [2.634316, -3.389492, 2.465733], [3.630990, -2.131061, 1.721002], [2.023003, -2.436135, 1.094714], [3.304405, -2.082532, 4.641729], [2.860701, -0.360799, 4.761666], [4.074785, -0.899150, 3.591796], [-0.694229, -4.117069, 1.447392], [-0.856214, -5.500118, -0.988173], [-1.138750, -4.653738, -3.520828], [-0.387808, -3.112133, -5.237212], [-1.307099, -1.761855, -5.898587], [-2.154957, -3.065261, -5.069024], [1.043136, -1.424120, -4.029032], [0.327905, -0.238245, -2.921025], [0.063234, -0.091209, -4.662361], [-3.248293, -1.401917, -3.508235], [-2.440843, -0.109214, -4.410963], [-2.259884, -0.186355, -2.659212], [-1.991892, 5.417289, -9.405866], [-1.893764, 4.758077, -8.052807], [-1.969089, 3.573903, -7.877849], [-1.620276, 5.940535, -6.736139], [-1.428557, 4.854802, -5.350589], [-2.544934, 4.298234, -4.738986], [-2.389222, 3.442853, -3.663362], [-1.115177, 3.134582, -3.176630], [-0.001515, 3.715192, -3.790166], [-0.157082, 4.565297, -4.871175], [-0.947885, 2.207791, -2.098687], [-0.802727, 1.337202, -1.265209], [-2.646800, 4.827754, -10.043590], [-0.995249, 5.434089, -9.850342], [-2.352027, 6.441901, -9.330188], [-3.532983, 4.530600, -5.113981], [-3.254319, 3.000148, -3.187688], [0.985604, 3.481576, -3.413977], [0.708784, 5.003287, -5.350408]],
  "forces_ev_per_a": [[-0.10, -0.91, -0.24], [-0.16, -0.04, 0.31], [0.08, 0.22, -0.18], [-0.13, 0.03, -0.04], [0.08, 0.07, 0.06], [-0.02, -0.04, -0.11], [-0.09, -0.01, 0.08], [0.05, 0.01, -0.04], [-0.07, 0.00, 0.07], [0.05, -0.11, 0.05], [-0.22, 0.14, -0.17], [0.32, -0.11, 0.21], [-0.04, 0.10, -0.33], [-0.02, -0.02, -0.03], [0.01, 0.00, -0.02], [0.00, 0.01, -0.02], [0.00, 0.00, 0.01], [0.00, 0.01, -0.02], [0.02, 0.02, 0.04], [0.01, -0.02, 0.01], [0.01, -0.01, 0.00], [0.01, 0.00, 0.00], [0.01, -0.01, 0.00], [0.02, -0.02, 0.01], [-0.01, -0.01, 0.00], [0.00, -0.01, 0.00], [0.00, 0.00, 0.00], [-0.01, 0.00, 0.00], [-0.02, -0.02, 0.02], [0.00, -0.05, 0.02], [0.03, -0.01, -0.03], [0.01, 0.01, 0.00], [0.02, 0.10, 0.16], [-0.05, -0.05, -0.01], [0.03, 0.01, 0.03], [0.03, 0.03, 0.08], [-0.07, -0.07, 0.00], [-0.11, -0.20, 0.06], [0.00, 0.08, -0.05], [0.02, 0.11, -0.03], [-0.04, 0.15, -0.49], [0.26, 1.05, 0.64], [-0.19, -0.37, -1.80], [-0.02, -1.69, 1.29], [0.26, 1.02, 1.83], [-0.06, 2.02, -1.19], [-0.07, -1.72, -0.21], [-0.03, 0.31, -0.14], [-0.02, 0.13, 0.19], [-0.01, 0.14, 0.00], [-0.26, 0.00, -0.29], [0.21, -0.01, -0.36], [-0.03, 0.00, -0.01], [0.01, 0.01, 0.01], [-0.01, 0.02, 0.02], [0.06, -0.05, 0.04], [-0.01, 0.00, 0.03], [-0.01, 0.03, -0.01], [-0.01, -0.01, -0.01], [-0.02, -0.01, 0.03], [0.00, -0.01, 0.01], [-0.01, -0.01, 0.04], [0.05, -0.04, 0.03], [-0.01, 0.04, 0.00], [0.06, 0.00, 0.03], [-0.10, -0.06, 0.00], [-0.01, 0.01, -0.02], [0.02, -0.02, 0.03], [0.03, 0.00, 0.00], [0.07, 0.00, 0.01], [-0.01, -0.02, 0.05], [0.00, 0.01, -0.04], [-0.03, 0.01, 0.06], [-0.01, 0.04, -0.09], [0.05, 0.00, 0.05], [-0.02, 0.04, 0.06], [0.08, -0.09, 0.08], [0.07, 0.10, -0.11], [0.06, 0.04, 0.07], [-0.10, 0.11, -0.08], [-0.08, -0.08, 0.09], [0.03, 0.07, 0.08], [-0.10, -0.49, -0.26], [0.03, 0.25, 0.10], [0.07, 0.26, 0.14], [0.00, -0.07, -0.11], [-0.25, -0.25, 0.26], [-0.65, 0.14, -0.20], [0.18, -0.93, 1.10], [0.58, 0.27, -0.28], [0.31, -0.13, 0.25], [-0.58, 3.33, -3.43], [0.56, -2.68, 2.57], [0.00, -0.01, 0.04], [0.00, 0.00, 0.01], [0.00, 0.01, -0.02], [0.02, -0.02, 0.02], [0.01, -0.01, -0.02], [0.00, -0.01, -0.02], [-0.02, -0.03, 0.03]]
}

---

{
  "formula": "C4H9NO2",
  "method": "ωB97M-V/def2-TZVPD",
  "e_lumo_ev": 0.79,
  "total_charge": 0,
  "smiles": "CN[C@H](C)C(=O)O",
  "spin_multiplicity": 1,
  "e_homo_ev": -8.6,
  "relative_energy_kcal_mol": 25.93,
  "symbols": ["C", "N", "C", "C", "C", "O", "O", "H", "H", "H", "H", "H", "H", "H", "H", "H"],
  "coordinates": [[-1.406507, 0.668724, -0.852975], [-1.065505, -0.431784, 0.030796], [0.254560, -0.549091, 0.689566], [0.453603, 0.663480, 1.577339], [1.233861, -0.551406, -0.487657], [1.944310, 0.383116, -0.745827], [1.200683, -1.682953, -1.215703], [-0.529758, 1.064256, -1.373264], [-1.834311, 1.540149, -0.347028], [-2.149487, 0.274179, -1.539483], [-1.480310, -1.312975, -0.173415], [0.232989, -1.540134, 1.133322], [-0.363826, 0.613290, 2.296927], [1.404953, 0.783321, 2.094267], [0.421210, 1.552825, 0.949514], [1.683536, -1.474996, -2.036377]],
  "forces_ev_per_a": [[0.28, -0.21, 0.31], [0.00, 0.31, 1.15], [-0.61, 0.37, -1.94], [0.04, -0.21, 0.24], [0.43, 0.04, 1.25], [0.06, 0.04, -0.55], [-0.04, 0.25, -0.47], [-0.03, -0.18, -0.41], [-0.12, -0.20, 0.24], [0.05, 0.28, -0.33], [-0.09, -0.25, -0.37], [0.30, 0.12, 0.50], [0.08, 0.47, 0.04], [0.09, -0.62, 0.02], [-0.45, 0.04, 0.05], [0.02, -0.24, 0.25]]
}

---

{
  "formula": "C3H4IN",
  "method": "ωB97M-V/def2-TZVPD",
  "e_lumo_ev": -1.01,
  "total_charge": 0,
  "spin_multiplicity": 1,
  "e_homo_ev": -8.1,
  "relative_energy_kcal_mol": 140.42,
  "symbols": ["C", "C", "C", "N", "I", "H", "H", "H", "H"],
  "coordinates": [[-0.218595, -0.004994, -0.983300], [-0.253414, 0.672296, 0.338938], [-0.212894, -1.644136, -0.213545], [-0.219041, 0.692522, 1.564981], [1.638369, -2.294289, 0.173080], [0.542770, 0.527259, -1.599857], [-1.082685, -0.026987, -1.667842], [-0.366014, 1.845614, -0.027800], [0.171504, 0.232715, 2.415345]],
  "forces_ev_per_a": [[0.85, -4.67, 1.21], [-1.47, 5.84, -2.32], [-0.61, 2.66, -2.34], [1.58, -0.33, 2.98], [0.94, -0.18, 0.09], [0.32, -1.01, 0.67], [-0.30, 0.35, 1.20], [-0.27, -1.88, 0.34], [-1.03, -0.78, -1.85]]
}

---

| no. | calculated total energy (eV) |
| --- | --- |
| 1 | -32250.241 |
| 2 | -73823.522 |
| 3 | -9878.936 |
| 4 | -12759.432 |